[1]
Computed, not measured: a structure of composition C46H43Cl2KN4O2P2Si at a distorted geometry, with ωB97M-V/def2-TZVPD.

Summary:
Total charge: -2
Gap between HOMO and LUMO in eV: 5.27
Highest occupied orbital energy in eV: -1.4
Energy above the lowest of the compared OMol25 structures with the same formula, charge and spin in kJ/mol: 113.45
Calculated total energy in eV: -126284.0167

```
101
Properties=species:S:1:pos:R:3:forces:R:3:lowdin_charge:R:1
K -0.7436 1.4719 -0.4500 0.36 0.62 -0.69 0.70
O -1.4752 0.0307 1.0773 -0.90 -0.64 1.89 -0.40
C -2.4930 0.4263 1.7511 -0.02 0.01 0.20 -0.39
C -2.5638 0.2040 3.1551 -0.04 -0.09 0.13 -0.01
C -3.6185 0.6437 3.9219 0.07 -0.03 -0.05 -0.12
C -4.6708 1.3540 3.3443 -0.16 0.08 -0.02 -0.15
C -4.6255 1.6082 1.9839 -0.05 -0.02 0.01 -0.07
C -3.5841 1.1528 1.1777 0.06 0.00 0.14 -0.10
C -3.6099 1.4968 -0.2560 -0.39 0.11 -0.02 -0.36
N -3.7433 0.6953 -1.2904 -0.11 -0.14 0.07 0.10
C -3.7464 1.5001 -2.4008 -0.02 0.09 -0.01 -0.16
C -3.6183 2.8084 -2.0390 -0.13 0.05 -0.04 -0.11
N -3.5606 2.7988 -0.6705 -0.03 -0.06 -0.02 0.10
H -1.7327 -0.3333 3.5970 -0.05 -0.03 0.01 0.10
H -3.6289 0.4372 4.9878 0.01 -0.01 0.00 0.09
H -5.5148 1.6886 3.9359 0.03 0.02 0.01 0.07
H -5.4356 2.1605 1.5164 0.00 -0.01 -0.02 0.10
H -3.8499 1.0864 -3.3919 0.03 0.03 0.00 0.09
H -3.5774 3.7217 -2.6071 0.10 -0.02 0.00 0.11
H -3.2690 3.5760 -0.0998 0.09 -0.03 -0.03 0.15
Cl -1.2238 6.7732 -1.0006 -0.04 0.08 0.07 0.62
C -0.3058 5.7299 -2.0534 -0.01 -0.17 0.04 -0.60
C 0.4283 6.3072 -3.0820 0.12 -0.15 -0.14 -0.16
C 1.1654 5.5266 -3.9376 -0.07 0.27 0.05 -0.63
Cl 2.1009 6.3056 -5.2000 0.04 0.01 -0.07 0.60
C 1.1621 4.1230 -3.8182 -0.13 -0.19 0.15 -0.19
C 1.8632 3.2379 -4.6669 0.00 -0.09 0.02 -0.04
C 1.7533 1.8851 -4.4859 0.02 0.16 -0.09 -0.06
C 0.9217 1.4057 -3.4607 -0.03 -0.04 0.06 -0.13
N 0.2804 2.2018 -2.6418 0.31 -0.01 -0.60 0.04
C 0.3906 3.5356 -2.7748 0.18 0.23 -0.28 -0.14
C -0.3345 4.3381 -1.7848 -0.08 0.36 0.12 -0.44
O -0.9245 3.8160 -0.8076 0.01 1.07 -0.27 -0.19
H 0.4223 7.3827 -3.1999 0.01 0.00 0.00 0.09
H 2.4813 3.6427 -5.4576 0.00 0.01 0.00 0.08
H 2.2902 1.1946 -5.1233 -0.02 -0.02 0.01 0.10
H 0.7769 0.3406 -3.2995 0.07 -0.01 -0.02 0.11
N 0.0633 -1.9992 -0.2372 0.04 -0.38 0.01 -0.43
P -1.4377 -1.4809 -0.7613 -0.06 -1.35 -0.89 0.92
C -1.7493 -2.8044 -2.0948 -0.05 0.27 -0.08 -0.32
C -1.5738 -4.1774 -1.9181 0.02 -0.02 -0.01 -0.10
C -1.9244 -5.0839 -2.9069 0.03 -0.05 0.01 -0.11
C -2.4671 -4.6362 -4.1064 0.01 0.04 -0.01 -0.13
C -2.6354 -3.2744 -4.3082 -0.03 -0.05 -0.11 -0.12
C -2.2741 -2.3742 -3.3123 0.06 0.02 0.09 -0.11
C -2.6678 -2.3233 0.3475 -0.05 0.17 0.03 -0.33
C -2.2902 -2.9138 1.5483 0.10 0.06 -0.03 -0.09
C -3.2330 -3.5100 2.3746 -0.04 -0.05 0.06 -0.10
C -4.5738 -3.5085 2.0181 -0.03 -0.01 -0.01 -0.12
C -4.9644 -2.9055 0.8284 -0.03 -0.04 0.04 -0.10
C -4.0187 -2.3227 -0.0017 0.05 -0.02 0.03 -0.10
P 1.2720 -0.6212 0.3071 0.27 -0.59 0.00 0.89
C 1.2202 -1.1522 2.0829 0.02 -0.12 0.06 -0.32
C 1.3393 -2.5029 2.4235 0.02 0.13 0.04 -0.12
C 1.2751 -2.9317 3.7400 0.00 0.00 0.05 -0.11
C 1.0821 -2.0124 4.7636 0.01 -0.09 -0.04 -0.12
C 0.9583 -0.6690 4.4433 0.00 0.07 0.08 -0.11
C 1.0293 -0.2478 3.1221 -0.05 0.03 -0.01 -0.12
C 2.7226 -1.6615 -0.2059 0.00 0.11 -0.05 -0.33
C 2.6984 -2.3871 -1.3948 -0.01 0.01 -0.10 -0.10
C 3.7896 -3.1479 -1.7973 0.05 -0.02 -0.03 -0.11
C 4.9350 -3.1947 -1.0161 0.02 0.02 0.01 -0.13
C 4.9747 -2.4773 0.1728 0.07 -0.04 0.00 -0.11
C 3.8792 -1.7265 0.5719 -0.07 -0.05 -0.08 -0.11
H 0.1734 -3.0090 -0.1943 0.11 -0.01 0.22 0.02
H -1.1761 -4.5514 -0.9789 -0.04 0.02 0.02 0.10
H -1.7875 -6.1478 -2.7419 0.00 0.01 0.01 0.09
H -2.7586 -5.3448 -4.8737 0.01 0.00 0.00 0.08
H -3.0551 -2.9178 -5.2434 0.01 0.02 0.02 0.09
H -2.4088 -1.3063 -3.4570 -0.04 -0.02 -0.04 0.08
H -1.2479 -2.8667 1.8462 -0.02 -0.01 0.00 0.08
H -2.9262 -3.9608 3.3128 0.03 0.02 -0.01 0.09
H -5.3153 -3.9606 2.6680 0.01 0.01 0.01 0.08
H -6.0158 -2.8825 0.5619 0.02 0.02 -0.05 0.09
H -4.3190 -1.8343 -0.9205 -0.05 0.01 0.01 0.09
H 1.4912 -3.2353 1.6419 0.01 -0.03 -0.06 0.10
H 1.3739 -3.9880 3.9670 0.00 0.01 0.00 0.09
H 1.0276 -2.3457 5.7937 -0.01 0.03 0.01 0.08
H 0.8045 0.0579 5.2338 -0.02 0.03 -0.04 0.10
H 0.9193 0.8053 2.8952 0.00 -0.01 0.00 0.10
H 1.8046 -2.3568 -2.0066 -0.02 -0.02 0.04 0.09
H 3.7470 -3.7127 -2.7223 -0.03 0.04 -0.01 0.09
H 5.7901 -3.7828 -1.3302 -0.01 -0.01 0.01 0.08
H 5.8660 -2.5095 0.7907 -0.02 0.01 0.02 0.09
H 3.9030 -1.1852 1.5085 0.01 -0.01 0.03 0.09
C 5.5839 1.2796 1.1999 -0.19 -0.03 -0.02 -0.19
Si 3.8415 1.8189 1.7507 0.09 0.24 -0.04 0.45
C 3.8154 3.7146 1.5284 0.04 -0.19 0.03 -0.20
C 3.8026 1.5649 3.6359 -0.14 -0.15 -0.16 -0.20
C 2.4702 1.0654 0.7271 0.41 0.25 0.31 -0.40
H 6.3615 1.7149 1.8343 -0.05 0.07 0.03 0.02
H 5.7660 1.6070 0.1726 0.00 -0.03 -0.01 0.02
H 5.7025 0.1952 1.2228 0.02 0.02 -0.01 -0.01
H 4.5614 4.2294 2.1430 0.01 -0.02 0.00 0.01
H 2.8299 4.1106 1.7875 0.00 0.00 0.00 0.02
H 4.0008 3.9693 0.4814 -0.01 0.01 0.00 0.02
H 4.6611 2.0571 4.1021 0.03 0.04 -0.06 0.01
H 3.8249 0.5076 3.9126 -0.02 0.01 -0.01 0.02
H 2.8956 1.9919 4.0725 0.00 -0.01 -0.01 0.02
H 1.6038 1.7344 0.8648 0.20 0.14 0.11 -0.02
H 2.7723 1.2459 -0.3179 0.03 0.04 0.00 0.01
```
Positions in Å, forces in eV/Å.

***

[2]
Computed, not measured: a structure of composition C46H43ClN5O3PS3W at a distorted geometry, with ωB97M-V/def2-TZVPD.

Summary:
Total charge: +4
Gap between HOMO and LUMO in eV: 4.96
Highest occupied orbital energy in eV: -17.3
Energy above the lowest of the compared OMol25 structures with the same formula, charge and spin in kJ/mol: 0.00
Calculated total energy in eV: -118101.0303

```
103
Properties=species:S:1:pos:R:3:forces:R:3:lowdin_charge:R:1
W 0.1170 0.0024 -0.1274 0.12 1.95 -1.11 1.55
C 0.7288 -0.2189 4.3039 0.02 0.11 0.07 0.03
C 0.0277 -0.3184 2.9981 -0.07 0.19 -0.16 -0.20
N 0.4976 0.3598 1.9448 0.09 -0.15 0.10 -0.14
N 1.3909 1.3582 2.3031 0.00 -0.04 -0.07 0.00
C 1.3746 2.3731 1.5210 0.26 -0.03 -0.06 -1.01
S 0.4702 2.3920 0.0133 -0.35 -0.43 0.33 0.81
S 2.2075 3.8601 1.8357 -0.31 -0.03 0.11 1.00
C 2.0358 4.0352 3.6495 0.15 0.09 -0.09 -0.34
C 0.6827 3.7080 4.2079 -0.11 -0.03 0.05 -0.30
C 0.6086 3.0858 5.4487 -0.02 0.07 -0.01 -0.05
C -0.6243 2.8412 6.0413 0.00 -0.01 -0.06 -0.07
C -1.7934 3.1966 5.3857 0.04 0.02 -0.02 -0.06
C -1.7228 3.8201 4.1456 0.00 0.01 0.01 -0.07
C -0.4923 4.0801 3.5619 -0.01 -0.01 0.00 -0.06
C -1.2144 -1.0571 2.9108 -0.02 -0.03 -0.06 -0.12
C -1.7774 -1.6720 4.0492 0.01 0.02 -0.12 0.03
C -3.0536 -2.1914 4.0187 0.05 0.04 -0.05 0.00
C -3.8259 -2.1017 2.8584 0.06 0.03 -0.05 0.01
C -3.3120 -1.5062 1.7200 0.13 0.04 0.05 0.02
C -2.0149 -1.0125 1.7518 0.11 0.06 0.02 -0.28
O -1.4970 -0.4476 0.6267 -0.80 -0.45 0.58 -0.32
H 0.1945 0.4828 4.9567 0.04 -0.02 -0.04 0.10
H 1.7425 0.1503 4.1815 -0.10 -0.04 0.02 0.10
H 0.7378 -1.1932 4.7896 -0.02 -0.01 0.00 0.11
H 2.2675 5.0982 3.7690 0.04 -0.05 0.06 0.10
H 2.8219 3.4598 4.1331 0.01 -0.01 0.00 0.09
H 1.5181 2.8341 5.9786 0.06 -0.04 0.03 0.13
H -0.6679 2.3969 7.0244 0.00 -0.04 0.10 0.12
H -2.7501 3.0301 5.8578 -0.07 -0.01 0.02 0.11
H -2.6280 4.1537 3.6574 -0.05 0.00 -0.02 0.11
H -0.4463 4.6113 2.6181 -0.01 0.01 -0.01 0.10
H -1.2161 -1.7288 4.9677 0.03 0.01 0.05 0.13
H -3.4651 -2.6557 4.9029 -0.01 -0.02 0.04 0.14
H -4.8300 -2.5049 2.8464 -0.01 0.01 0.00 0.14
H -3.8938 -1.4370 0.8129 -0.03 0.00 -0.06 0.12
Cl 0.7178 -2.4872 0.9176 0.16 0.28 -0.25 0.89
C -0.5835 -3.5707 0.3950 -0.14 -0.08 0.05 -0.55
C -0.8395 -4.6887 1.1573 0.00 0.05 -0.03 -0.05
C -1.8445 -5.5453 0.7176 0.01 0.05 -0.04 0.00
C -2.5466 -5.2668 -0.4468 0.03 0.03 0.03 -0.01
C -2.2570 -4.1319 -1.1936 0.05 -0.01 0.06 -0.04
C -1.2616 -3.2523 -0.7692 -0.03 0.14 0.04 -0.35
P -0.6165 -1.8966 -1.7845 -0.08 -0.60 -0.24 1.08
C 0.6601 -2.7335 -2.7446 -0.11 0.17 -0.02 -0.33
C 1.9471 -2.8834 -2.2376 0.11 0.08 0.22 -0.13
C 2.8513 -3.7183 -2.8745 -0.02 -0.01 -0.01 -0.05
C 2.4744 -4.4082 -4.0187 -0.04 0.02 0.01 -0.01
C 1.1849 -4.2757 -4.5172 0.01 0.01 0.02 -0.02
C 0.2715 -3.4512 -3.8812 0.07 0.03 -0.02 -0.06
C -1.9301 -1.3655 -2.8837 0.05 0.01 0.02 -0.36
C -1.6300 -0.9589 -4.1871 -0.06 0.01 0.04 -0.10
C -2.6495 -0.5408 -5.0293 0.01 0.00 0.03 -0.03
C -3.9632 -0.5219 -4.5783 0.02 -0.01 0.01 -0.02
C -4.2637 -0.9114 -3.2777 0.02 0.00 0.01 -0.03
C -3.2512 -1.3264 -2.4294 0.01 0.02 0.02 -0.09
H -0.2740 -4.9027 2.0519 0.03 -0.01 0.07 0.13
H -2.0671 -6.4358 1.2878 -0.01 -0.04 0.02 0.14
H -3.3182 -5.9431 -0.7850 -0.03 -0.03 -0.01 0.13
H -2.7953 -3.9463 -2.1124 -0.01 0.01 -0.04 0.12
H 2.2328 -2.3776 -1.3193 0.01 -0.10 -0.22 0.05
H 3.8454 -3.8524 -2.4722 0.06 0.01 0.03 0.12
H 3.1791 -5.0612 -4.5126 0.03 -0.03 -0.03 0.13
H 0.8852 -4.8242 -5.3984 -0.02 -0.03 -0.04 0.13
H -0.7338 -3.3806 -4.2689 -0.05 -0.03 -0.02 0.11
H -0.6123 -1.0026 -4.5514 0.04 0.02 -0.03 0.11
H -2.4239 -0.2551 -6.0471 0.01 0.00 -0.06 0.13
H -4.7572 -0.2241 -5.2481 -0.04 0.03 -0.03 0.13
H -5.2900 -0.9125 -2.9380 -0.03 0.00 0.02 0.13
H -3.4900 -1.6440 -1.4225 -0.01 -0.01 0.00 0.09
C 0.3757 2.2024 -4.5473 0.15 -0.03 -0.12 0.06
N -0.7107 2.1381 -3.5615 -0.11 -0.05 0.17 0.00
C -1.8200 2.9340 -3.6722 -0.17 0.02 0.11 0.04
C -2.7930 2.9344 -2.7335 0.15 -0.06 -0.08 0.07
C -2.6383 2.0814 -1.6030 -0.11 -0.07 0.10 -0.32
N -1.5598 1.2732 -1.5419 0.68 -0.18 0.23 0.06
C -0.6178 1.3452 -2.4825 0.02 -0.15 -0.01 -0.59
O 0.4102 0.6150 -2.2473 0.03 -0.12 0.24 -0.24
N -3.5174 2.0482 -0.6173 -0.01 -0.04 0.09 0.25
H -0.0444 2.5128 -5.5005 0.03 -0.02 0.01 0.12
H 0.8257 1.2176 -4.6465 -0.02 0.05 -0.02 0.10
H 1.1246 2.9237 -4.2245 0.01 -0.02 -0.02 0.12
H -1.8605 3.5655 -4.5501 0.00 -0.01 0.00 0.16
H -3.6583 3.5714 -2.8347 -0.03 0.02 -0.02 0.14
H -3.3759 1.4430 0.1785 -0.02 0.10 -0.08 0.12
H -4.3272 2.6534 -0.6189 0.08 -0.06 0.00 0.15
C 4.3114 -0.5388 -1.6002 -0.03 -0.02 0.03 -0.17
S 3.1463 0.7400 -1.1672 0.11 0.03 0.10 1.11
O 2.0575 -0.1093 -0.3000 -0.07 -0.46 0.15 -0.72
C 4.0829 1.6711 -0.0270 -0.05 0.00 0.01 -0.47
C 4.3459 2.9765 -0.4408 0.13 -0.11 -0.01 -0.11
C 5.2428 3.7357 0.2975 0.03 -0.06 -0.04 -0.05
C 5.8174 3.2020 1.4403 -0.02 0.02 -0.06 -0.01
C 5.5169 1.9046 1.8588 -0.06 -0.05 -0.03 -0.02
C 4.6567 1.1179 1.1190 0.04 0.09 -0.02 -0.06
H 4.5539 -1.1400 -0.7260 0.01 0.01 0.03 0.09
H 5.1948 0.0051 -1.9387 0.01 0.01 -0.01 0.10
H 3.9081 -1.1346 -2.4127 -0.06 -0.02 -0.02 0.05
H 3.8876 3.3783 -1.3333 -0.05 0.05 -0.07 0.12
H 5.4855 4.7392 -0.0189 0.01 0.06 -0.01 0.13
H 6.5105 3.7976 2.0162 0.06 0.03 0.03 0.13
H 5.9807 1.5031 2.7483 0.01 -0.01 0.04 0.13
H 4.4391 0.1047 1.4254 -0.02 -0.08 0.01 0.12
```
Positions in Å, forces in eV/Å.